Below is C45H49AsN8OV as an isolated structure at a distorted geometry, with properties calculated with ωB97M-V/def2-TZVPD.

Geometry as ORCA input:
```
! RIJCOSX wB97M-V def2-TZVPD def2/J DEFGRID3
* xyz 3 3
V -1.27664 -1.01728 0.78017
C -3.15614 -0.67338 3.48397
C -1.84294 -0.03798 3.94717
C -1.47114 1.08552 3.02507
C -1.45004 2.39362 3.50727
C -1.17104 3.44232 2.65087
C -0.93724 3.14292 1.31687
C -0.98054 1.82262 0.91437
N -1.23224 0.80152 1.73917
N -2.99924 -1.40908 2.21097
C -3.03184 -2.85898 2.46937
C -2.13244 -3.66408 1.57587
C -2.28084 -5.04518 1.49187
C -1.40464 -5.77518 0.70767
C -0.39624 -5.09508 0.03787
C -0.30994 -3.72148 0.18407
N -1.16414 -3.01818 0.92907
C -4.09284 -1.01308 1.30737
C -3.97134 -1.69698 -0.01573
C -5.06424 -2.28138 -0.63983
C -4.88194 -2.93248 -1.84963
C -3.59384 -3.01328 -2.36143
C -2.56274 -2.38898 -1.68093
N -2.74444 -1.70488 -0.54863
H -3.89504 0.12312 3.36927
H -3.52794 -1.34038 4.26727
H -1.05294 -0.78568 3.98057
H -1.97784 0.35532 4.95437
H -1.64734 2.58732 4.55007
H -1.14984 4.45982 3.00997
H -0.72154 3.91742 0.60007
H -0.78854 1.57932 -0.12193
H -4.05824 -3.24658 2.40557
H -2.68744 -3.05038 3.49327
H -3.07734 -5.53208 2.03107
H -1.50224 -6.84708 0.62137
H 0.31376 -5.61988 -0.58103
H 0.48646 -3.16418 -0.29863
H -4.01894 0.07192 1.13327
H -5.07334 -1.23058 1.75127
H -6.04444 -2.21998 -0.19283
H -5.71474 -3.38348 -2.36653
H -3.39494 -3.54558 -3.27793
H -1.54864 -2.45268 -2.05813
C 11.68126 1.84002 -2.10113
O 11.09246 1.48502 -0.86683
C 9.78646 1.45182 -0.69663
C 8.81756 1.76302 -1.67273
C 7.48376 1.62162 -1.38033
C 7.05536 1.18002 -0.11443
C 8.02316 0.92972 0.87627
C 9.35406 1.05782 0.59267
C 5.66216 0.91282 0.09517
N 4.72876 1.02992 -0.83543
C 3.59436 0.55452 -0.29693
C 3.82366 0.13092 1.02907
N 5.13946 0.38322 1.25217
C 2.82936 -0.50678 1.80597
C 3.01606 -1.07688 3.07197
C 1.98376 -1.80548 3.62127
C 0.75726 -1.87248 2.96007
N 0.51046 -1.24738 1.81767
C 1.54266 -0.63758 1.20207
C 1.30116 -0.21858 -0.13703
N 0.06666 -0.48448 -0.63153
C -0.16714 -0.14288 -1.89493
C 0.78466 0.44462 -2.72603
C 2.05256 0.70172 -2.24513
C 2.32716 0.37352 -0.91753
H 12.75556 1.76332 -1.94023
H 11.42546 2.86352 -2.39043
H 11.37836 1.15312 -2.89643
H 9.11746 2.10552 -2.65063
H 6.73486 1.82912 -2.12683
H 7.73486 0.61912 1.86857
H 10.11026 0.85072 1.33357
H 5.64786 0.21592 2.10427
H 3.96256 -0.98898 3.58197
H 2.11046 -2.32068 4.55947
H -0.03744 -2.48118 3.37527
H -1.16124 -0.33548 -2.28343
H 0.53016 0.68412 -3.74393
H 2.83016 1.13872 -2.85133
C -5.25364 0.24832 -3.56693
C -3.91184 0.95862 -3.50923
As -3.32554 1.56822 -1.70643
C -2.02684 2.93292 -2.40093
C -2.49524 4.37822 -2.34493
C -4.90204 2.70222 -1.28053
C -5.98204 1.99772 -0.47233
H -5.47214 -0.06028 -4.58803
H -6.05754 0.90812 -3.24993
H -5.26044 -0.64198 -2.93673
H -3.95074 1.85742 -4.13113
H -3.13254 0.30932 -3.92333
H -1.83254 2.66112 -3.44163
H -1.07364 2.85022 -1.86683
H -3.43624 4.51132 -2.87453
H -1.76004 5.02442 -2.82173
H -2.61604 4.71152 -1.31483
H -5.31294 3.02812 -2.23703
H -4.57524 3.58862 -0.73753
H -6.28884 1.06472 -0.94353
H -6.85704 2.64022 -0.39053
H -5.63404 1.77912 0.53807
*
```

Energy   -147936.162 eV
LUMO energy (alpha / beta)   -8.8 / -8.6 eV

Mulliken population analysis, charges in e, atoms 1 to 2: V -0.123; C -1.083

=====

Below is C45H49Cl2FeN2O3PS5Si as an isolated structure, with properties calculated with ωB97M-V/def2-TZVPD.

Geometry as ORCA input:
```
! RIJCOSX wB97M-V def2-TZVPD def2/J DEFGRID3
* xyz -1 6
Fe 1.24670 -0.72646 -0.55607
Cl 5.88591 4.97976 -1.19549
C 5.04397 3.45491 -1.15467
C 5.79018 2.27380 -1.00947
C 5.17565 1.05531 -0.96612
Cl 6.14230 -0.37208 -0.83806
C 3.74563 0.90617 -1.02744
O 3.19488 -0.24460 -0.93696
C 3.04258 2.13487 -1.22244
C 1.62370 2.11920 -1.43605
O 0.93263 1.10720 -1.41582
C 3.68978 3.38429 -1.27762
H 6.86843 2.32921 -0.94156
H 1.12453 3.07359 -1.65279
H 3.09509 4.27870 -1.41841
C 2.76491 0.59559 2.25765
Si 0.92225 0.19216 2.02376
C 0.52216 -1.24484 3.23390
C 0.45861 -0.77897 4.69418
C -0.79218 -1.95575 2.89714
C 1.64855 -2.26766 3.10471
C -0.06863 1.80050 2.40782
C 0.41252 2.38494 3.74855
C 0.19657 2.86094 1.33329
C -1.58481 1.58948 2.47802
H 3.02134 0.62028 3.32343
H 3.02596 1.56932 1.83475
H 3.40892 -0.15071 1.78889
H -0.44987 -0.21023 4.90464
H 1.31558 -0.16675 4.98607
H 0.44813 -1.66148 5.34614
H -1.65764 -1.29047 2.94159
H -0.96307 -2.76739 3.61589
H -0.76132 -2.40429 1.90328
H 2.61515 -1.87449 3.42856
H 1.75487 -2.61394 2.07906
H 1.42101 -3.13891 3.73237
H 1.49820 2.50483 3.78701
H 0.10742 1.78797 4.60814
H -0.03054 3.38086 3.86870
H 1.26286 3.08690 1.22610
H -0.30602 3.79183 1.62402
H -0.22847 2.56751 0.37538
H -1.86758 0.82968 3.21129
H -2.00220 1.32510 1.50362
H -2.07072 2.52615 2.77434
O 1.54074 -2.57861 -0.45535
C 2.10490 -3.83458 -0.63503
C 2.55479 -3.98645 -2.09376
C 2.57650 -5.10329 -2.88081
C 3.12425 -4.86701 -4.16910
C 3.50956 -3.57074 -4.33244
S 3.19832 -2.63752 -2.93891
C 1.02914 -4.88337 -0.36446
C 1.12892 -6.23717 -0.20740
C -0.13303 -6.86672 -0.03726
C -1.15897 -5.96910 -0.06709
S -0.59938 -4.37343 -0.29346
C 3.29110 -4.09976 0.29495
C 3.30173 -4.74714 1.49749
C 4.56807 -4.71617 2.13805
C 5.49811 -4.04428 1.40484
S 4.84027 -3.44892 -0.05149
H 2.19740 -6.05965 -2.55470
H 3.21587 -5.62209 -4.93716
H 3.94129 -3.11026 -5.20696
H 2.07537 -6.75926 -0.19804
H -0.26683 -7.92931 0.11038
H -2.21230 -6.16686 0.05423
H 2.42344 -5.20996 1.92072
H 4.77241 -5.16811 3.09854
H 6.53486 -3.87005 1.64555
C -0.40237 -1.99133 -3.55756
C -1.18821 -1.68211 -2.33658
N -0.74842 -1.07458 -1.25445
C -1.82200 -0.98839 -0.38785
C -2.90609 -1.57697 -0.94275
N -2.49075 -1.99415 -2.18685
H 0.43362 -1.29946 -3.63797
H -1.02222 -1.88409 -4.44827
H 0.00067 -3.00676 -3.52345
H -1.74736 -0.47072 0.55039
H -3.92147 -1.66834 -0.60676
H -3.07020 -2.39638 -2.89990
S -5.15909 1.02500 -2.04938
P -3.93068 2.53640 -1.66327
S -1.96580 2.27617 -1.71844
C -4.40759 3.94982 -2.73418
C -3.48789 4.57685 -3.56183
C -3.87784 5.64165 -4.36678
C -5.18722 6.09342 -4.33925
C -6.11336 5.47222 -3.50685
C -5.72550 4.40451 -2.71607
C -4.31323 3.23795 -0.00445
C -3.65566 4.39502 0.41359
C -3.88107 4.91830 1.67472
C -4.75740 4.28012 2.54747
C -5.40999 3.12747 2.14157
C -5.19485 2.61393 0.86631
H -2.46521 4.21829 -3.56107
H -3.15238 6.12105 -5.01349
H -5.49026 6.92602 -4.96290
H -7.13905 5.82013 -3.48082
H -6.44925 3.90339 -2.08337
H -2.94914 4.87279 -0.25597
H -3.36457 5.81853 1.98646
H -4.92425 4.68068 3.54030
H -6.09192 2.62352 2.81630
H -5.70242 1.71782 0.52869
*
```

Energy   -187363.434 eV
LUMO energy (alpha / beta)   1.8 / 1.6 eV

Mulliken population analysis, charges in e, atoms 1 to 2: Fe 0.463; Cl -0.255

=====

Which relative energy (zero: lowest compared OMol25 entry of this formula, charge and spin) belongs to each record? In order, 66.7, 0.0 kJ/mol.